{"formula": "C39H59N5O5S4SiV", "method": "the ωB97M-V functional and the def2-TZVPD basis", "e_above_lowest_ev": 1.862, "e_lumo_ev": [-6.02, -5.46], "homo_ev": [-12.62, -12.62], "spin_multiplicity": 2, "total_charge": 2, "orbital_gap_ev": [6.6, 7.2], "symbols": ["V", "C", "C", "S", "C", "C", "S", "C", "C", "S", "C", "C", "S", "H", "H", "H", "H", "H", "H", "H", "H", "H", "H", "H", "H", "H", "H", "H", "H", "C", "O", "C", "C", "C", "C", "C", "C", "N", "C", "N", "C", "C", "C", "C", "C", "C", "O", "C", "N", "C", "C", "C", "C", "C", "C", "O", "C", "H", "H", "H", "H", "H", "H", "H", "H", "H", "H", "H", "H", "H", "H", "H", "H", "H", "H", "H", "H", "H", "H", "C", "Si", "C", "C", "O", "H", "H", "H", "H", "H", "H", "H", "H", "H", "C", "N", "C", "C", "C", "N", "C", "C", "O", "H", "H", "H", "H", "H", "H", "H", "H", "H", "H", "H", "H"], "xyz": [[-0.41595, 0.01016, 0.17951], [3.63877, -2.61495, -0.10922], [2.60272, -3.26492, -1.02693], [0.94466, -2.63463, -0.59719], [-0.17108, -3.72999, -1.51292], [-0.26720, -3.42809, -3.00564], [-0.50928, -1.65267, -3.34005], [1.20236, -1.22277, -3.79806], [1.42980, 0.26961, -3.69050], [1.41143, 0.96086, -1.99459], [3.19168, 1.14000, -1.64744], [3.92217, -0.14550, -1.31274], [3.31885, -0.85966, 0.25382], [4.63743, -2.70028, -0.53531], [3.64541, -3.09845, 0.86401], [2.58634, -4.34427, -0.87570], [2.81622, -3.06841, -2.07735], [-1.13397, -3.55048, -1.03084], [0.12528, -4.76427, -1.33441], [-1.11894, -3.94956, -3.44163], [0.62778, -3.73855, -3.54275], [1.35933, -1.54312, -4.82873], [1.87427, -1.76777, -3.14034], [0.63870, 0.79719, -4.22518], [2.38620, 0.54947, -4.13095], [3.23836, 1.84693, -0.81643], [3.62903, 1.60800, -2.52882], [4.98761, 0.05595, -1.20166], [3.78245, -0.88161, -2.10525], [1.34698, -3.20060, 7.27151], [0.87887, -2.33204, 6.24579], [0.53205, -1.07182, 6.60256], [0.62052, -0.54498, 7.88303], [0.22681, 0.76328, 8.12431], [-0.28749, 1.54673, 7.10371], [-0.39745, 1.02050, 5.82681], [0.03560, -0.27415, 5.56607], [-0.08550, -0.87647, 4.28363], [0.16873, -0.29514, 3.09565], [0.89474, 0.81505, 3.13920], [1.06147, 1.76157, 2.13904], [0.37753, 1.72205, 0.92679], [0.48319, 2.86959, 0.12573], [1.30308, 3.92667, 0.46330], [2.05056, 3.90190, 1.63566], [1.91514, 2.82631, 2.48845], [2.51793, 2.69214, 3.69281], [3.46872, 3.67918, 4.08331], [-0.24896, -0.84309, 1.93912], [-0.61044, -2.23363, 2.16189], [-1.91245, -2.68885, 2.28760], [-2.17806, -4.02881, 2.53665], [-1.13212, -4.91622, 2.71274], [0.17776, -4.45704, 2.71789], [0.44150, -3.11810, 2.47840], [1.67892, -2.56272, 2.56144], [2.61281, -3.20881, 3.42703], [1.54903, -4.15269, 6.78913], [0.59163, -3.34554, 8.04568], [2.26698, -2.82258, 7.72109], [0.99507, -1.14932, 8.69725], [0.31620, 1.16571, 9.12401], [-0.61660, 2.55744, 7.30091], [-0.83727, 1.60722, 5.03041], [-0.33609, -1.85372, 4.29028], [1.31011, 1.05622, 4.03082], [-0.09266, 2.94524, -0.77847], [1.36186, 4.78550, -0.19260], [2.68728, 4.73663, 1.89027], [3.01886, 4.67161, 4.12719], [4.31832, 3.68875, 3.39795], [3.80317, 3.39046, 5.07438], [-2.72281, -1.98373, 2.23338], [-3.20165, -4.36958, 2.62085], [-1.32593, -5.96631, 2.88693], [0.98627, -5.14605, 2.92046], [3.45279, -2.52548, 3.52450], [2.96155, -4.15861, 3.01561], [2.16784, -3.38305, 4.40895], [-1.54485, 3.00060, -2.89956], [-2.41635, 1.82105, -1.71723], [-3.31981, 2.77943, -0.37065], [-3.53093, 0.66310, -2.68449], [-1.28139, 0.86386, -0.88790], [-2.25885, 3.30152, -3.66928], [-0.68072, 2.56442, -3.39874], [-1.21525, 3.90888, -2.39264], [-3.65863, 3.74489, -0.74938], [-2.67420, 2.95698, 0.49157], [-4.20448, 2.23249, -0.03922], [-4.12817, 1.23976, -3.39316], [-4.21092, 0.11734, -2.02870], [-2.94239, -0.05955, -3.24975], [-3.74821, 0.41137, 2.05663], [-4.41595, -0.57301, 1.22150], [-5.83686, -0.77914, 1.48765], [-6.20663, -2.21465, 1.17363], [-5.84949, -2.48469, -0.27325], [-4.46628, -2.09790, -0.53711], [-3.82667, -2.76288, -1.65840], [-3.75859, -1.24132, 0.23796], [-2.53281, -1.08179, 0.03890], [-3.69650, 0.06698, 3.09373], [-4.30872, 1.34686, 2.03894], [-2.74454, 0.59613, 1.68964], [-6.43920, -0.08857, 0.88834], [-6.01848, -0.55311, 2.53803], [-7.26806, -2.38742, 1.34081], [-5.64357, -2.88491, 1.82769], [-6.52363, -1.93545, -0.93808], [-5.95014, -3.54644, -0.50176], [-3.60823, -3.80830, -1.42157], [-2.90703, -2.24662, -1.91279], [-4.49461, -2.73507, -2.52045]], "atomic_forces_ev_per_a": [[1.7382, -1.2876, -0.2158], [-0.1861, 0.1903, 0.1143], [-0.1995, 0.3110, 0.0518], [-0.1819, -0.2929, 0.0797], [0.2178, 0.2319, 0.0544], [-0.1173, 0.3384, 0.0513], [0.1395, -0.1125, -0.1452], [-0.2197, -0.0740, 0.0317], [-0.1560, -0.0649, 0.3323], [0.2207, -0.0998, -0.1018], [-0.3636, -0.1303, 0.0409], [-0.1164, -0.1117, 0.2458], [0.1729, -0.0202, -0.1589], [0.0178, -0.0580, 0.0175], [-0.0256, -0.0653, -0.0044], [0.0318, -0.0152, -0.0326], [0.0871, -0.0462, 0.0284], [0.0063, -0.0956, 0.0078], [-0.0821, -0.0388, 0.0050], [0.0493, -0.0934, -0.0001], [-0.0258, -0.0830, -0.0291], [0.0873, -0.0059, 0.0103], [0.0034, 0.0572, -0.0523], [0.0798, 0.0685, -0.0699], [-0.0120, 0.0341, -0.0490], [0.0269, 0.0474, -0.0360], [0.0509, 0.0999, 0.0563], [0.0191, -0.0026, -0.1132], [0.0469, 0.0128, -0.0186], [0.0499, -0.1351, 0.0947], [-0.0090, -0.0693, -0.0120], [0.0025, 0.1703, -0.0729], [0.0542, -0.1095, 0.0845], [-0.0233, 0.0331, -0.0315], [0.0182, 0.0440, 0.0357], [0.0062, -0.1491, -0.0256], [0.0735, 0.1535, 0.0202], [-0.1747, 0.1742, 0.0645], [0.2049, -0.0883, 0.5826], [0.0062, -0.0889, 0.0573], [-0.1490, 0.0317, -0.2248], [0.1919, -0.0279, 0.5048], [-0.0477, 0.1148, -0.0315], [-0.1193, -0.0684, -0.0881], [0.0727, 0.0159, 0.1011], [-0.0142, 0.1069, -0.1094], [-0.0139, -0.0281, 0.0532], [0.0828, 0.0552, 0.0492], [-0.2558, -0.4160, 0.8924], [0.1186, -0.2779, 0.1325], [0.0905, 0.0662, -0.0638], [-0.0837, -0.0576, 0.0223], [-0.0093, -0.0139, 0.0061], [0.0596, -0.0400, 0.0399], [-0.0196, 0.1525, -0.2107], [-0.0178, -0.0980, -0.0112], [0.0694, -0.0770, 0.0179], [-0.0076, -0.0053, 0.0016], [-0.0156, 0.0304, -0.0300], [-0.0151, 0.0333, -0.0235], [0.0087, 0.0314, -0.0241], [-0.0194, -0.0108, 0.0041], [-0.0016, -0.0111, -0.0011], [0.0123, 0.0321, -0.0117], [-0.0925, 0.0179, -0.0803], [-0.0079, 0.0241, 0.0262], [0.0753, -0.0196, -0.1153], [-0.0130, 0.0169, 0.0347], [0.0291, -0.0284, -0.0029], [-0.0555, -0.0191, 0.0084], [-0.0305, -0.0112, -0.0147], [0.0132, 0.0087, -0.0052], [-0.0290, 0.0094, -0.0634], [0.0062, 0.0127, -0.0178], [-0.0183, 0.0141, 0.0279], [-0.0018, 0.0339, 0.0030], [0.0055, -0.0101, -0.0228], [0.0161, 0.0407, -0.0537], [-0.0022, 0.0381, -0.0655], [-0.0150, -0.2591, 0.3542], [-1.0558, 0.7629, -0.6096], [0.1028, -0.3125, -0.3111], [0.2694, 0.1477, 0.3398], [-1.2094, 1.2164, -1.3898], [-0.0435, -0.0403, 0.0175], [0.0084, -0.0390, -0.0290], [0.0113, -0.0065, -0.0028], [0.0402, 0.0122, -0.0294], [0.0093, 0.0546, -0.0177], [0.0326, 0.0041, 0.0122], [-0.0016, 0.0405, 0.0213], [-0.0084, 0.0048, -0.0233], [0.0110, -0.0121, -0.0502], [-0.0964, -0.0647, 0.0239], [0.1183, 0.0322, 0.0234], [-0.0969, -0.1121, -0.0347], [0.0891, 0.0767, -0.0821], [-0.1097, 0.0335, 0.1094], [0.1255, -0.0009, 0.0724], [0.0211, -0.0179, -0.0244], [-0.1495, -0.0055, -0.0295], [0.5240, 0.1183, 0.0824], [0.0370, -0.0199, -0.0146], [0.0388, -0.0004, 0.0093], [-0.0014, 0.0407, 0.0357], [-0.0037, 0.0276, 0.0316], [0.0360, 0.0262, 0.0032], [-0.0080, 0.0138, -0.0085], [-0.0332, -0.0184, 0.0193], [0.0142, -0.0305, -0.0384], [0.0190, 0.0070, -0.0307], [-0.0025, 0.0103, 0.0045], [0.0099, 0.0156, 0.0004], [-0.0128, -0.0010, 0.0135]]}

{"formula": "C7H13N", "method": "the ωB97M-V functional and the def2-TZVPD basis", "e_above_lowest_ev": 0.762, "e_lumo_ev": 1.03, "homo_ev": -7.86, "total_charge": 0, "smiles": "C=C(C)C/C(N)=C\\C", "orbital_gap_ev": 8.9, "symbols": ["C", "C", "C", "C", "C", "N", "C", "C", "H", "H", "H", "H", "H", "H", "H", "H", "H", "H", "H", "H", "H"], "xyz": [[2.04714, 0.86411, 0.81602], [1.33926, -0.13986, 0.32583], [1.23624, -1.46660, 1.01080], [0.58652, -0.03445, -0.97664], [-0.88182, -0.33425, -0.79719], [-1.25838, -1.62480, -1.18404], [-1.74944, 0.50340, -0.22854], [-1.43619, 1.84273, 0.35434], [2.12222, 1.81417, 0.31344], [2.58584, 0.77861, 1.74475], [1.66168, -2.24794, 0.38112], [1.76217, -1.45776, 1.96180], [0.19055, -1.71613, 1.18150], [0.71589, 0.96315, -1.39922], [1.00927, -0.75789, -1.68039], [-2.25790, -1.76821, -1.21318], [-0.79972, -1.96846, -2.01558], [-2.78209, 0.18960, -0.13315], [-2.20189, 2.56419, 0.06933], [-1.42061, 1.78893, 1.44445], [-0.46874, 2.20746, 0.02454]], "atomic_forces_ev_per_a": [[0.0705, 0.1253, 0.0208], [0.0134, -0.1871, -0.0860], [0.0325, 0.1050, 0.0943], [-0.0296, 0.1544, 0.0833], [-0.2020, 0.1454, -0.0431], [0.0097, -0.2746, -0.0780], [0.0530, 0.0564, -0.0079], [-0.0309, -0.1214, -0.0412], [-0.0500, 0.1776, -0.1725], [0.0860, -0.0979, 0.2026], [-0.0060, -0.1174, -0.0331], [0.0369, -0.0304, 0.0696], [-0.0580, -0.1092, 0.0283], [0.0283, -0.0505, -0.0285], [0.0111, 0.0409, -0.0635], [0.0721, -0.0368, -0.0501], [-0.0818, 0.0337, 0.0292], [-0.1046, -0.1561, -0.0342], [0.0240, 0.1027, 0.0128], [0.0425, 0.1152, 0.0788], [0.0828, 0.1251, 0.0184]]}